Molecular formula: C5H8O
Method: DFT, wB97M-V/def2-TZVPD

Properties
LUMO (eV): 1.0
Structure (SMILES): C#CCCOC
Energy relative to the best compared isomer or geometry (same formula, charge and spin) (eV): 3.430
Kohn-Sham gap (eV): 10.70

```
14
C5H8O wB97M-V/def2-TZVPD
C 2.712 0.681 -0.052
C 2.136 -0.374 0.063
C 0.929 -1.208 0.210
C -0.098 0.018 0.200
O -1.501 -0.064 0.265
C -2.186 0.551 -0.813
H 3.157 1.645 -0.154
H 0.982 -1.790 1.141
H 0.847 -1.929 -0.615
H 0.234 0.605 1.062
H 0.170 0.533 -0.724
H -1.630 1.383 -1.278
H -2.409 -0.185 -1.593
H -3.128 0.963 -0.434
```